(w)
An isolated ion of composition CH7N4OP and charge +2. Source: the OMol25 dataset; level of theory: wB97M-V/def2-TZVPD.

Results
- HOMO energy (alpha / beta): -19.969 / -19.795 eV
- Molar mass: 122.068 u
- E_LUMO (alpha / beta): -0.4220 / -0.4132 Ha
- Total charge: +2

Structure (XYZ):
```
14
Properties=species:S:1:pos:R:3:nbo_charge:R:1
C -0.12 0.72 -0.75 -0.109
N 0.73 1.03 0.34 -0.171
N -0.79 -0.39 -0.13 -0.392
N 1.66 0.13 0.66 -0.429
N 0.00 -1.41 0.11 -0.399
O -3.14 0.69 -0.51 -0.875
P -2.71 -0.55 0.06 1.618
H -0.78 1.48 -1.01 0.297
H 0.49 0.56 -1.56 0.228
H 0.29 1.50 1.00 0.421
H 2.30 -0.23 -0.16 0.471
H 1.99 0.17 1.69 0.492
H -0.38 -1.94 0.88 0.440
H 0.47 -1.75 -0.64 0.410
```

***

(x)
An isolated ion of composition CH7N4OP and charge +2. Source: the OMol25 dataset; level of theory: wB97M-V/def2-TZVPD.

Results
- HOMO energy (alpha / beta): -19.845 / -19.855 eV
- Molar mass: 122.068 u
- E_LUMO (alpha / beta): -0.4161 / -0.4111 Ha
- Total charge: +2

Structure (XYZ):
```
14
Properties=species:S:1:pos:R:3:nbo_charge:R:1
C -0.64 0.66 -0.94 -0.120
N 0.01 1.12 0.28 -0.193
N -1.31 -0.45 -0.34 -0.398
N 0.90 0.30 0.79 -0.374
N -0.38 -1.43 0.09 -0.458
O -3.48 0.99 0.15 -0.902
P -3.26 -0.41 0.17 1.659
H -1.35 1.40 -1.32 0.303
H 0.09 0.40 -1.71 0.245
H -0.56 1.68 0.92 0.458
H 1.70 0.04 0.20 0.443
H 1.09 0.33 1.79 0.466
H -0.78 -2.11 0.74 0.443
H 0.25 -1.81 -0.62 0.428
```

***

Short version: (x), (w), most stable first.

***

(w)
A 2-piece molecular cluster, C2H9NS overall. Source: the OMol25 dataset; level of theory: wB97M-V/def2-TZVPD.

Results
- HOMO energy (alpha / beta): -13.522 / -13.056 eV
- Molar mass: 79.168 u
- E_LUMO (alpha / beta): -0.1319 / -0.2106 Ha
- Multiplicity: 2
- Total charge: +1

Structure (XYZ):
```
13
Properties=species:S:1:pos:R:3:mulliken_spin:R:1
S 0.12 1.42 3.85 1.026
H 1.01 2.24 3.28 -0.023
C 0.23 -1.43 -1.22 0.000
N 0.28 -0.36 -0.18 -0.001
C -0.69 0.74 -0.45 -0.002
H 0.50 -2.38 -0.78 0.000
H -0.77 -1.47 -1.62 0.000
H 0.93 -1.23 -2.02 0.000
H 1.19 0.11 -0.08 0.000
H 0.02 -0.72 0.74 -0.001
H -0.39 1.32 -1.33 0.001
H -0.72 1.41 0.41 0.000
H -1.69 0.34 -0.62 0.000
```

***

(x)
A 3-piece molecular cluster, C2H9NS overall. Source: the OMol25 dataset; level of theory: wB97M-V/def2-TZVPD.

Results
- HOMO energy (alpha / beta): -14.186 / -14.136 eV
- Molar mass: 79.168 u
- E_LUMO (alpha / beta): -0.2828 / -0.3057 Ha
- Multiplicity: 2
- Total charge: +1

Structure (XYZ):
```
13
Properties=species:S:1:pos:R:3:mulliken_spin:R:1
N -1.57 -1.09 -1.77 0.002
H -1.91 -0.43 -1.14 0.002
H 1.32 2.74 0.34 -0.002
H -1.16 -0.65 -2.61 -0.001
H -0.95 -1.66 -1.28 -0.001
C -0.01 -1.02 0.92 -0.111
C 0.44 0.39 0.69 -0.043
S 2.10 0.09 -0.17 1.208
H 1.28 2.99 0.98 0.001
H -0.31 -1.37 1.81 -0.034
H 0.17 -1.78 0.21 -0.034
H 0.87 0.78 1.66 0.027
H -0.27 1.02 0.38 -0.015
```

***

Short version: (w), (x), most stable first.

***

(w)
One molecule with the formula CH2ClNO2. Source: the OMol25 dataset; level of theory: wB97M-V/def2-TZVPD.

Results
- HOMO energy: -10.444 eV
- SMILES: NOC(=O)Cl
- Molar mass: 95.485 u
- E_LUMO: 0.0260 Ha

Structure (XYZ):
```
7
Properties=species:S:1:pos:R:3:nbo_charge:R:1
N 0.02 -0.96 -0.70 -0.525
O 0.65 -0.08 0.19 -0.395
C -0.26 0.97 0.42 0.723
O -1.29 1.13 -0.11 -0.498
Cl 0.45 1.89 1.72 -0.021
H -0.36 -1.76 -0.18 0.355
H 0.80 -1.19 -1.35 0.361
```

***

(x)
One molecule with the formula CH2ClNO2. Source: the OMol25 dataset; level of theory: wB97M-V/def2-TZVPD.

Results
- HOMO energy: -11.183 eV
- SMILES: O=[N+]([O-])CCl
- Molar mass: 95.485 u
- E_LUMO: 0.0052 Ha

Structure (XYZ):
```
7
Properties=species:S:1:pos:R:3:nbo_charge:R:1
O 3.09 0.33 -0.34 -0.343
N 2.01 0.09 0.03 0.534
O 1.08 0.82 0.20 -0.350
C 1.74 -1.38 0.29 -0.326
Cl -0.04 -1.57 0.03 -0.020
H 2.26 -2.10 -0.40 0.250
H 1.99 -1.73 1.39 0.255
```

***

Short version: (w), (x), most stable first.

***

(w)
One molecule with the formula C3H6N4S. Source: the OMol25 dataset; level of theory: wB97M-V/def2-TZVPD.

Results
- HOMO energy: -9.523 eV
- SMILES: [H]/N=C(/N)C(=S)/C(N)=N\[H]
- Molar mass: 130.176 u
- E_LUMO: -0.0540 Ha

Structure (XYZ):
```
14
Properties=species:S:1:pos:R:3:nbo_charge:R:1
H 0.43 -1.62 -1.02 0.349
N 1.34 -1.32 -0.74 -0.653
C 1.27 -0.20 -0.14 0.357
N 2.39 0.38 0.41 -0.806
C 0.00 0.62 0.00 -0.197
S -0.01 2.23 0.00 0.105
C -1.28 -0.19 0.12 0.347
N -2.39 0.38 -0.41 -0.803
N -1.35 -1.33 0.73 -0.661
H -0.41 -1.64 1.05 0.351
H 3.26 -0.05 0.10 0.402
H 2.41 1.40 0.49 0.401
H -3.27 -0.06 -0.10 0.406
H -2.39 1.40 -0.50 0.403
```

***

(x)
One molecule with the formula C3H6N4S. Source: the OMol25 dataset; level of theory: wB97M-V/def2-TZVPD.

Results
- HOMO energy: -8.816 eV
- SMILES: [H]/N=C(\N)N/N=C\C=S
- Molar mass: 130.176 u
- E_LUMO: -0.0479 Ha

Structure (XYZ):
```
14
Properties=species:S:1:pos:R:3:nbo_charge:R:1
H -0.42 -2.41 -0.10 0.398
N -0.14 -1.40 -0.35 -0.771
C -0.93 -0.47 -0.05 0.616
N -2.49 -0.52 0.01 -0.875
N -0.70 0.81 0.30 -0.470
N 0.27 1.49 -0.36 -0.221
C 1.52 1.03 -0.25 -0.013
C 2.18 -0.04 0.54 -0.249
S 3.76 -0.44 -0.13 0.003
H -2.77 0.47 -0.41 0.364
H -3.00 -1.26 -0.31 0.377
H -1.40 1.45 0.42 0.390
H 2.33 1.52 -0.90 0.221
H 1.79 -0.23 1.59 0.231
```

***

Short version: (w), (x), most stable first.

***

(w)
A 2-piece molecular cluster, C10H16 overall. Source: the OMol25 dataset; level of theory: wB97M-V/def2-TZVPD.

Results
- HOMO energy: -9.431 eV
- Molar mass: 136.238 u
- E_LUMO: 0.0136 Ha

Structure (XYZ):
```
26
Properties=species:S:1:pos:R:3:nbo_charge:R:1
C -1.33 1.59 -3.05 -0.376
C -0.94 0.96 -2.11 -0.166
C -0.03 0.74 -0.08 0.375
C -0.60 -0.39 0.55 -0.177
C 0.82 -0.39 0.06 -0.148
C 0.11 2.18 0.32 -0.686
C -0.74 -0.52 2.09 -0.611
C -1.56 -1.28 -0.20 -0.622
C 1.24 -1.29 -1.13 -0.583
C 1.94 -0.18 1.07 -0.585
H -1.68 1.99 -3.93 0.216
H 0.68 2.26 1.23 0.220
H -0.89 2.57 0.44 0.234
H 0.54 2.73 -0.52 0.250
H -0.73 -1.66 2.25 0.226
H -1.73 -0.13 2.48 0.220
H -0.01 0.06 2.75 0.219
H -1.26 -2.30 -0.48 0.219
H -1.71 -0.79 -1.20 0.264
H -2.64 -1.40 0.23 0.221
H 0.41 -1.30 -2.02 0.237
H 1.43 -2.30 -0.89 0.211
H 2.10 -0.91 -1.58 0.210
H 1.84 0.82 1.41 0.202
H 2.80 -0.14 0.52 0.215
H 1.94 -0.90 1.78 0.215
```

***

(x)
A 2-piece molecular cluster, C10H16 overall. Source: the OMol25 dataset; level of theory: wB97M-V/def2-TZVPD.

Results
- HOMO energy: -8.813 eV
- SMILES: CCc1ccccc1.CC
- Molar mass: 136.238 u
- E_LUMO: 0.0361 Ha

Structure (XYZ):
```
26
Properties=species:S:1:pos:R:3:nbo_charge:R:1
C -0.68 0.78 -0.77 -0.618
C 0.66 0.61 -1.41 -0.441
C 1.72 0.56 -0.40 0.001
C 1.92 -0.65 0.33 -0.213
C 2.87 -0.78 1.31 -0.225
C 3.61 0.39 1.70 -0.233
C 3.23 1.66 1.12 -0.189
C 2.40 1.70 -0.04 -0.217
H -1.12 1.75 -0.88 0.215
H -0.62 0.51 0.28 0.214
H -1.50 0.15 -1.12 0.214
H 0.88 -0.26 -2.11 0.219
H 0.80 1.48 -2.08 0.211
H 1.22 -1.58 0.13 0.211
H 3.05 -1.82 1.69 0.223
H 4.30 0.41 2.68 0.223
H 3.47 2.62 1.53 0.210
H 2.14 2.56 -0.37 0.191
C -3.82 -1.38 -0.90 -0.613
C -3.28 -1.14 0.51 -0.612
H -3.66 -2.46 -1.08 0.204
H -4.92 -1.19 -0.98 0.208
H -3.32 -0.80 -1.70 0.202
H -4.04 -1.25 1.30 0.208
H -2.42 -1.71 0.77 0.202
H -2.88 -0.19 0.50 0.202
```

***

Short version: (x), (w), most stable first.

***

(w)
A 2-piece molecular cluster, C10H16 overall. Source: the OMol25 dataset; level of theory: wB97M-V/def2-TZVPD.

Results
- HOMO energy: -8.906 eV
- SMILES: CCc1ccccc1.CC
- Molar mass: 136.238 u
- E_LUMO: 0.0350 Ha

Structure (XYZ):
```
26
Properties=species:S:1:pos:R:3:nbo_charge:R:1
C -2.52 -0.32 -0.17 -0.638
C -1.20 0.38 -0.13 -0.442
C -0.27 -0.57 0.49 -0.005
C -0.01 -0.46 1.86 -0.214
C 1.00 -1.32 2.40 -0.188
C 1.59 -2.31 1.66 -0.245
C 1.25 -2.46 0.27 -0.173
C 0.34 -1.51 -0.28 -0.242
H -3.40 0.07 0.28 0.231
H -2.62 -1.42 -0.33 0.232
H -2.98 0.14 -1.19 0.200
H -0.91 0.68 -1.15 0.215
H -1.16 1.47 0.29 0.220
H -0.51 0.12 2.55 0.211
H 1.13 -1.35 3.58 0.211
H 2.21 -3.07 2.02 0.210
H 1.76 -3.26 -0.29 0.213
H 0.46 -1.32 -1.26 0.204
C -0.15 2.91 -2.80 -0.613
C 0.73 3.69 -1.79 -0.613
H -1.10 2.71 -2.38 0.200
H -0.28 3.33 -3.75 0.207
H 0.20 2.01 -3.05 0.201
H 1.69 3.16 -1.68 0.211
H 0.16 3.82 -0.74 0.199
H 0.90 4.72 -2.00 0.210
```

***

(x)
A 2-piece molecular cluster, C10H16 overall. Source: the OMol25 dataset; level of theory: wB97M-V/def2-TZVPD.

Results
- HOMO energy: -9.067 eV
- SMILES: Cc1ccccc1.CCC
- Molar mass: 136.238 u
- E_LUMO: 0.0371 Ha

Structure (XYZ):
```
26
Properties=species:S:1:pos:R:3:nbo_charge:R:1
C 3.01 -0.91 0.40 -0.632
C 2.27 -0.48 -0.83 -0.023
C 1.09 0.26 -0.74 -0.208
C 0.25 0.54 -1.79 -0.213
C 0.68 0.11 -3.05 -0.220
C 1.90 -0.51 -3.20 -0.198
C 2.67 -0.90 -2.10 -0.207
H 2.47 -0.70 1.32 0.216
H 3.98 -0.42 0.41 0.220
H 3.18 -1.99 0.48 0.221
H 0.82 0.57 0.27 0.201
H -0.55 1.28 -1.79 0.219
H 0.11 0.34 -3.92 0.209
H 2.33 -0.75 -4.14 0.208
H 3.57 -1.48 -2.19 0.209
C -1.74 1.37 2.35 -0.608
C -2.17 -0.04 1.92 -0.402
C -3.61 -0.09 1.43 -0.605
H -2.59 2.00 2.58 0.202
H -1.20 1.88 1.54 0.198
H -1.02 1.38 3.16 0.208
H -1.45 -0.42 1.21 0.203
H -2.08 -0.66 2.81 0.192
H -3.71 0.21 0.38 0.203
H -4.01 -1.10 1.42 0.208
H -4.22 0.52 2.09 0.201
```

***

(y)
A 2-piece molecular cluster, C10H16 overall. Source: the OMol25 dataset; level of theory: wB97M-V/def2-TZVPD.

Results
- HOMO energy: -8.963 eV
- SMILES: Cc1ccccc1.CCC
- Molar mass: 136.238 u
- E_LUMO: 0.0359 Ha

Structure (XYZ):
```
26
Properties=species:S:1:pos:R:3:nbo_charge:R:1
C -1.75 -1.54 -1.42 -0.646
C -1.56 -0.44 -0.44 -0.010
C -1.82 -0.90 0.90 -0.219
C -2.03 -0.01 1.95 -0.182
C -1.57 1.32 1.70 -0.247
C -1.17 1.67 0.48 -0.191
C -1.22 0.86 -0.72 -0.240
H -1.07 -2.39 -1.44 0.228
H -2.05 -1.24 -2.43 0.223
H -2.70 -2.03 -0.98 0.215
H -1.93 -1.94 1.04 0.206
H -2.55 -0.21 2.83 0.215
H -1.73 2.20 2.37 0.220
H -0.90 2.68 0.25 0.202
H -0.71 1.24 -1.66 0.231
C 2.13 0.87 -1.20 -0.630
C 1.86 -0.39 -0.34 -0.432
C 2.75 -0.51 0.84 -0.589
H 1.30 1.55 -1.04 0.204
H 3.08 1.43 -0.80 0.214
H 1.91 0.78 -2.29 0.218
H 1.93 -1.28 -0.95 0.193
H 0.72 -0.40 -0.08 0.218
H 3.77 -0.81 0.57 0.202
H 2.42 -1.16 1.62 0.214
H 2.91 0.65 1.23 0.183
```

***

Short version: (x), (y), (w), most stable first.